[1]
# C22H36F6N2PSSi2W

A structure of composition C22H36F6N2PSSi2W (wB97M-V/def2-TZVPD, the Open Molecules 2025 dataset).

Output
Spin multiplicity = 3
Max |F| = 0.013 hartree/bohr
Orbital gap (spin up / spin down) = 6.5 / 6.1 eV
Lowest unoccupied orbital energy (spin up / spin down) = 1.95 / 1.31 eV
HOMO (spin up / spin down) = -4.566 / -4.763 eV
⟨S²⟩ = 2.02
Charge = -1
E = -2954.565200 hartree

Each line ends with the Löwdin charge.
Element x y z (Å)
W1 -0.230 0.180 -0.064  1.550
C1 2.296 -0.597 2.412  -0.160
C2 1.834 -1.176 1.234  -0.212
C3 2.186 -0.305 0.151  -0.304
C4 2.905 0.786 0.713  -0.191
C5 2.962 0.606 2.090  -0.166
H1 2.144 -0.996 3.405  0.091
H2 1.345 -2.133 1.156  0.074
H3 2.224 -0.581 -0.896  0.074
H4 3.334 1.603 0.150  0.086
H5 3.411 1.289 2.799  0.088
C6 -1.275 -3.388 -3.235  -0.187
Si1 0.129 -2.403 -2.451  0.435
C7 0.960 -3.471 -1.175  -0.167
C8 1.444 -2.093 -3.764  -0.166
N1 -0.326 -0.797 -1.850  -0.210
C9 -0.527 0.164 -2.868  -0.330
C10 -1.064 -0.121 -4.125  -0.066
C11 -1.133 0.844 -5.116  -0.106
C12 -0.669 2.124 -4.858  -0.107
C13 -0.182 2.442 -3.601  -0.064
C14 -0.133 1.490 -2.576  -0.308
N2 0.293 1.733 -1.261  -0.211
Si2 0.725 3.388 -0.814  0.429
C15 2.148 3.978 -1.904  -0.174
C16 -0.784 4.501 -0.989  -0.170
C17 1.225 3.644 0.967  -0.172
H6 -1.422 -4.320 -2.690  0.026
H7 -1.044 -3.626 -4.277  0.029
H8 -2.225 -2.854 -3.200  0.025
H9 1.170 -4.424 -1.673  0.040
H10 0.343 -3.683 -0.305  0.004
H11 1.913 -3.052 -0.852  0.026
H12 1.876 -3.053 -4.063  0.030
H13 2.251 -1.478 -3.357  0.031
H14 1.064 -1.598 -4.658  0.021
H15 -1.416 -1.121 -4.336  0.082
H16 -1.540 0.590 -6.087  0.094
H17 -0.692 2.884 -5.629  0.094
H18 0.173 3.447 -3.427  0.068
H19 1.833 4.693 -2.667  0.023
H20 2.612 3.132 -2.414  0.034
H21 2.913 4.462 -1.291  0.025
H22 -1.294 4.433 -1.948  0.021
H23 -0.489 5.542 -0.827  0.031
H24 -1.506 4.239 -0.211  0.017
H25 2.049 3.018 1.301  0.004
H26 0.391 3.512 1.654  0.019
H27 1.537 4.693 1.029  0.038
S1 -3.453 1.560 -0.327  0.783
C18 -2.099 0.856 -0.178  -0.779
C19 -2.497 0.312 3.391  -0.094
C20 -0.984 0.238 3.217  -0.489
C21 -0.294 0.867 4.429  -0.082
C22 -0.586 0.954 1.935  -0.284
H28 -2.816 -0.252 4.269  0.079
H29 -3.020 -0.090 2.526  0.044
H30 -2.805 1.356 3.527  0.078
H31 -0.689 -0.811 3.151  0.107
H32 -0.581 1.920 4.522  0.077
H33 0.790 0.821 4.334  0.056
H34 -0.584 0.358 5.353  0.074
H35 0.521 1.155 1.906  0.043
H36 -1.083 1.932 1.935  0.051
F1 -1.014 -1.807 0.844  -0.298
P1 -2.340 -2.914 1.033  0.195
F2 -2.247 -2.665 2.612  -0.128
F3 -2.323 -3.083 -0.561  -0.143
F4 -1.245 -4.082 1.168  -0.144
F5 -3.547 -3.943 1.194  -0.126
F6 -3.342 -1.669 0.892  -0.157

[2]
# C17H41O13V

A structure of composition C17H41O13V (wB97M-V/def2-TZVPD, the Open Molecules 2025 dataset).

Output
Max |F| = 0.195 hartree/bohr
Orbital gap = 4.9 eV
Lowest unoccupied orbital energy = 4.42 eV
HOMO = -0.475 eV
Charge = -2
E = -2594.494547 hartree

Each line ends with the Löwdin charge.
Element x y z (Å)
O1 2.097 -1.001 0.297  -0.378
V1 0.737 -0.670 1.063  0.999
O2 -0.442 -0.378 -0.021  -0.387
C1 0.562 0.135 3.651  -1.070
O3 0.096 -0.378 4.675  -0.060
O4 1.617 -0.302 3.204  -0.088
O5 -0.320 0.341 2.828  -0.119
O6 -0.959 -4.426 2.577  0.094
C2 -0.967 -3.152 2.226  -0.793
O7 -1.788 -2.384 2.756  0.018
O8 0.053 -2.751 1.561  -0.078
H1 -1.636 -4.503 3.253  0.109
C3 3.479 2.677 -0.419  -0.065
C4 2.945 2.179 0.889  -0.469
C5 2.848 3.246 1.942  -0.043
O9 1.635 1.668 0.705  -0.091
H2 4.424 3.217 -0.383  0.071
H3 2.778 3.398 -0.840  0.075
H4 3.595 1.933 -1.208  0.067
H5 3.557 1.320 1.163  0.134
H6 2.591 2.932 2.954  0.096
H7 2.074 3.987 1.744  0.075
H8 3.671 3.956 1.860  0.069
H9 0.987 2.279 1.065  0.050
C6 -4.848 -4.583 -0.166  -0.075
C7 -3.717 -3.789 0.428  -0.501
C8 -2.847 -3.148 -0.627  -0.031
O10 -4.353 -2.883 1.326  -0.075
H10 -5.505 -4.896 0.646  0.073
H11 -4.329 -5.446 -0.582  0.074
H12 -5.366 -3.980 -0.912  0.076
H13 -3.170 -4.406 1.140  0.119
H14 -1.832 -2.943 -0.286  0.066
H15 -3.048 -2.107 -0.882  0.072
H16 -2.851 -3.690 -1.572  0.075
H17 -3.798 -2.305 1.856  0.065
C9 -2.705 2.123 -2.982  -0.080
C10 -2.834 0.648 -2.731  -0.507
C11 -4.249 0.111 -3.058  -0.032
O11 -1.862 0.057 -3.559  -0.053
H18 -2.841 2.346 -4.040  0.079
H19 -1.717 2.493 -2.709  0.082
H20 -3.522 2.614 -2.453  0.073
H21 -2.550 0.507 -1.689  0.120
H22 -4.514 0.326 -4.094  0.073
H23 -4.803 0.862 -2.495  0.064
H24 -4.490 -0.896 -2.719  0.069
H25 -1.100 0.639 -3.602  0.079
C12 5.583 -0.525 -0.812  -0.054
C13 5.805 -1.874 -1.543  -0.509
C14 7.073 -2.628 -1.280  -0.075
O12 4.672 -2.624 -1.186  -0.046
H26 4.586 -0.155 -1.051  0.064
H27 6.379 0.178 -1.053  0.071
H28 5.489 -0.648 0.267  0.083
H29 5.737 -1.630 -2.603  0.131
H30 7.904 -2.019 -1.637  0.065
H31 7.151 -3.545 -1.864  0.075
H32 7.339 -2.721 -0.227  0.079
H33 4.638 -2.652 -0.227  0.089
C15 -3.063 2.764 1.314  -0.043
C16 -1.681 2.998 0.774  -0.500
C17 -1.397 4.441 0.288  -0.054
O13 -0.766 2.867 1.812  -0.082
H34 -3.104 1.806 1.834  0.092
H35 -3.764 2.709 0.481  0.064
H36 -3.389 3.502 2.046  0.078
H37 -1.383 2.301 -0.009  0.118
H38 -2.223 4.933 -0.225  0.062
H39 -0.452 4.547 -0.245  0.065
H40 -1.226 5.020 1.195  0.069
H41 -0.690 1.980 2.171  0.037

[3]
# C2H3HgOP

A structure of composition C2H3HgOP (wB97M-V/def2-TZVPD, the Open Molecules 2025 dataset).

Output
Max |F| = 0.134 hartree/bohr
Orbital gap (spin up / spin down) = 6.7 / 6.7 eV
Lowest unoccupied orbital energy (spin up / spin down) = -1.73 / -1.74 eV
HOMO (spin up / spin down) = -8.450 / -8.422 eV
Charge = 0
E = -647.796845 hartree

Each line ends with the Löwdin charge.
Element x y z (Å)
P1 1.695 -0.825 -0.663  0.118
O1 -1.126 0.622 -0.285  -0.573
C1 -2.393 0.251 -0.275  -0.420
H1 -3.097 1.083 -0.435  0.101
C2 -2.886 -0.947 0.089  -0.018
H2 -3.965 -1.082 0.164  0.042
H3 -2.226 -1.748 0.434  0.045
Hg1 0.415 0.668 0.688  0.703

[4]
# C17H18BBrCdN6O2

A structure of composition C17H18BBrCdN6O2 (wB97M-V/def2-TZVPD, the Open Molecules 2025 dataset).

Output
Max |F| = 0.073 hartree/bohr
Orbital gap = 8.3 eV
Lowest unoccupied orbital energy = -0.54 eV
HOMO = -8.850 eV
Charge = 0
E = -3904.223985 hartree

Each line ends with the Löwdin charge.
Element x y z (Å)
H1 0.312 3.174 -0.013  0.065
N1 -0.189 1.671 -1.408  -0.085
B1 -0.519 0.296 -3.540  -0.505
N2 -0.199 1.626 -2.796  -0.011
C1 0.183 2.833 -3.276  -0.048
Cd1 -0.463 0.170 0.149  1.370
H2 0.262 3.033 -4.321  0.116
C2 0.444 3.677 -2.181  -0.062
H3 0.771 4.702 -2.204  0.092
C3 0.205 2.906 -1.064  -0.170
H4 -0.404 0.414 -4.730  0.113
C4 -1.540 -1.565 1.180  -0.160
H5 -1.440 -1.689 2.304  0.049
H6 -0.743 -2.479 0.900  0.145
H7 -2.449 -1.906 0.663  0.008
N3 -2.015 -0.073 -3.217  -0.026
N4 0.418 -0.784 -2.973  -0.027
N5 -2.346 -0.211 -1.877  -0.017
N6 0.545 -0.936 -1.608  -0.055
C5 -3.132 -0.309 -3.947  -0.083
C6 1.283 -1.629 -3.576  -0.065
H8 -3.146 -0.256 -5.048  0.124
H9 1.385 -1.685 -4.630  0.108
C7 -4.185 -0.622 -3.072  -0.074
C8 1.978 -2.356 -2.592  -0.057
C9 -3.601 -0.547 -1.797  -0.211
C10 1.484 -1.871 -1.386  -0.153
H10 -5.197 -0.866 -3.306  0.077
H11 2.736 -3.113 -2.711  0.090
H12 -4.085 -0.745 -0.840  0.096
H13 1.761 -2.141 -0.363  0.084
H14 -1.834 -0.346 1.361  0.081
Br1 1.062 2.679 2.866  0.766
C11 1.444 1.184 4.012  -0.560
C12 1.482 1.508 5.388  -0.147
C13 1.730 0.509 6.346  -0.086
C14 1.934 -0.815 5.926  -0.083
C15 1.917 -1.123 4.570  -0.031
C16 1.700 -0.146 3.576  -0.149
C17 1.743 -0.540 2.099  -0.672
O1 1.876 -1.739 1.836  -0.016
O2 1.550 0.454 1.313  -0.254
H15 1.310 2.580 5.696  0.105
H16 1.752 0.807 7.391  0.100
H17 2.112 -1.594 6.677  0.105
H18 2.105 -2.138 4.223  0.114

[5]
# C4H14O2

A cluster of 3 separate species, C4H14O2 in total (wB97M-V/def2-TZVPD, the Open Molecules 2025 dataset).

Output
Max |F| = 0.051 hartree/bohr
Orbital gap = 11.5 eV
Lowest unoccupied orbital energy = 0.61 eV
HOMO = -10.930 eV
SMILES = CCCC.O.O
Charge = 0
E = -311.248629 hartree

Each line ends with the Löwdin charge.
Element x y z (Å)
C1 -1.128 -2.020 -0.564  -0.114
C2 -1.753 -0.640 -0.857  -0.300
C3 -2.791 -0.190 0.141  -0.295
C4 -2.957 1.345 0.210  -0.101
H1 -0.581 -1.978 0.384  0.068
H2 -0.360 -2.214 -1.308  0.065
H3 -1.963 -2.710 -0.466  0.071
H4 -2.194 -0.718 -1.856  0.106
H5 -0.937 0.090 -0.929  0.102
H6 -2.455 -0.481 1.157  0.101
H7 -3.664 -0.855 0.167  0.108
H8 -2.002 1.748 0.540  0.064
H9 -3.835 1.783 0.680  0.068
H10 -3.092 1.638 -0.824  0.061
O1 1.313 3.378 1.097  -0.059
H11 2.203 3.144 1.295  0.010
H12 0.925 2.523 0.803  0.045
O2 5.978 -1.899 -0.114  -0.063
H13 5.702 -2.682 0.373  0.031
H14 5.914 -2.130 -1.045  0.031

[6]
# C8H16N2

An isolated molecule of C8H16N2 (wB97M-V/def2-TZVPD, the Open Molecules 2025 dataset).

Output
Max |F| = 0.140 hartree/bohr
Orbital gap = 9.2 eV
Lowest unoccupied orbital energy = 0.97 eV
HOMO = -8.241 eV
SMILES = CN1C[C@@H]2C[C@H](N)C[C@H]1C2
Charge = 0
E = -423.772205 hartree

Each line ends with the Löwdin charge.
Element x y z (Å)
C1 0.588 -0.882 2.351  -0.086
N1 0.417 -0.329 1.002  -0.274
C2 0.813 -1.402 0.026  -0.147
C3 0.020 -1.028 -1.200  -0.269
C4 0.072 0.304 -2.004  -0.097
C5 0.238 1.491 -1.062  -0.446
N2 1.492 1.529 -0.596  0.034
C6 -0.965 1.462 0.149  -0.049
C7 -0.890 -0.001 0.783  -0.381
C8 -1.245 -0.908 -0.434  -0.163
H1 0.187 -1.902 2.552  0.075
H2 -0.075 -0.241 3.126  0.125
H3 1.771 -0.806 2.345  0.127
H4 0.558 -2.322 0.527  0.106
H5 1.944 -1.192 -0.084  0.153
H6 0.144 -2.059 -1.762  0.175
H7 -0.776 0.155 -2.613  0.104
H8 0.906 0.523 -2.536  0.075
H9 -0.082 2.258 -1.663  0.099
H10 1.823 2.468 -0.234  0.117
H11 1.260 1.052 0.320  0.072
H12 -0.634 2.335 0.889  0.134
H13 -2.004 1.546 -0.342  0.112
H14 -1.672 0.057 1.565  0.143
H15 -1.847 -1.840 -0.146  0.140
H16 -2.042 -0.268 -0.956  0.119